Here is a structure of composition C23H33AsCl4FeN6O3 from the OMol25 dataset. Energies are from ωB97M-V/def2-TZVPD.

XYZ file:
```
71
Properties=species:S:1:pos:R:3:mulliken_spin:R:1
Fe 0.049 0.496 0.006 3.62
Cl 2.158 -5.297 3.132 0.02
C 1.954 -4.005 2.031 0.08
C 2.623 -4.056 0.762 0.11
Cl 3.596 -5.408 0.386 0.02
C 2.484 -3.033 -0.142 -0.02
Cl 3.255 -3.059 -1.678 0.00
C 1.675 -1.906 0.159 0.17
O 1.509 -0.934 -0.639 0.25
C 0.981 -1.860 1.443 0.16
O 0.243 -0.859 1.681 0.27
C 1.158 -2.938 2.356 0.01
Cl 0.330 -2.840 3.856 0.00
C -4.041 2.655 1.763 0.00
C -3.541 1.523 2.387 0.00
C -2.389 0.944 1.884 0.02
N -1.749 1.433 0.819 0.00
C -2.233 2.524 0.218 0.03
C -3.376 3.166 0.660 0.00
H -4.940 3.132 2.130 0.00
H -4.032 1.092 3.248 0.00
H -1.954 0.056 2.329 0.00
H -1.679 2.873 -0.645 0.00
H -3.736 4.046 0.146 0.00
C -0.948 -2.944 -1.880 0.01
As -1.721 -1.423 -0.934 0.07
C -3.075 -0.879 -2.223 0.01
C -2.840 -2.379 0.345 0.01
H -1.729 -3.615 -2.235 0.00
H -0.284 -3.492 -1.211 0.00
H -0.362 -2.583 -2.725 0.00
H -3.676 -1.732 -2.537 0.00
H -2.586 -0.438 -3.090 0.00
H -3.722 -0.128 -1.771 0.00
H -3.443 -3.135 -0.155 0.00
H -3.501 -1.675 0.852 0.00
H -2.205 -2.857 1.092 0.00
C 0.800 3.544 4.493 0.00
C 0.887 2.044 4.314 0.00
N 0.742 1.748 2.900 0.01
C 1.346 2.494 1.931 0.00
N 1.314 2.044 0.697 0.04
C 1.993 2.810 -0.345 0.02
C 3.163 3.597 0.210 0.00
C 2.663 4.469 1.339 0.00
N 1.911 3.670 2.298 0.00
C 1.888 4.192 3.662 0.00
H 0.926 3.819 5.539 0.00
H -0.182 3.891 4.164 0.00
H 0.084 1.537 4.849 0.00
H 1.839 1.670 4.708 0.00
H 0.600 0.779 2.645 0.02
H 1.288 3.491 -0.839 0.00
H 2.338 2.109 -1.104 0.00
H 3.622 4.216 -0.562 0.00
H 3.923 2.907 0.586 0.00
H 2.036 5.282 0.957 0.00
H 3.499 4.923 1.874 0.00
H 1.728 5.270 3.600 0.00
H 2.868 4.034 4.128 0.00
C 1.092 2.069 -5.298 0.00
N 0.425 2.111 -4.011 0.00
C 0.600 1.212 -3.020 0.00
N 1.527 0.255 -3.195 0.00
O -0.103 1.288 -1.985 0.06
H 0.738 2.901 -5.899 0.00
H 0.876 1.144 -5.839 0.00
H 2.172 2.179 -5.187 0.00
H -0.341 2.746 -3.871 0.00
H 2.118 0.250 -4.006 0.00
H 1.727 -0.372 -2.421 0.00
```

Energy relative to the best compared isomer or geometry (same formula, charge and spin) = 0.0 kcal/mol
Molecular weight = 714.1 g/mol
E_tot = -6790.6930 Ha
HOMO energy (spin up / spin down) = -10.2489 / -10.5118 eV
Charge = +1
Spin multiplicity = 6

---

Here is a structure of composition C23H33BClFeN10O5 from the OMol25 dataset. Energies are from ωB97M-V/def2-TZVPD.

XYZ file:
```
74
Properties=species:S:1:pos:R:3:mulliken_spin:R:1
Fe 0.343 0.250 -0.300 3.93
C -1.405 -3.200 0.620 0.00
C -1.174 -2.190 -0.337 0.01
N -0.038 -1.491 0.010 -0.01
N 0.609 -2.225 1.065 0.04
C -0.260 -3.176 1.445 0.04
B 1.519 -1.404 2.103 -0.03
N 0.662 -0.302 2.661 0.03
C 0.101 -0.061 3.829 0.01
C -0.766 1.078 3.718 0.00
C -0.697 1.420 2.358 0.01
N 0.140 0.540 1.704 -0.05
N 2.708 -0.800 1.276 -0.01
C 4.109 -0.910 1.207 0.02
C 4.587 -0.022 0.243 0.00
C 3.460 0.490 -0.432 0.01
N 2.354 0.040 0.174 0.02
N 2.135 -2.313 3.163 0.00
C 3.043 -3.340 3.004 0.00
C 3.153 -3.996 4.243 0.00
C 2.459 -3.165 5.151 0.00
N 1.770 -2.216 4.484 0.00
H -2.294 -3.796 0.660 0.00
H -1.839 -1.746 -1.101 0.01
H -0.013 -3.914 2.219 0.00
H 0.205 -0.682 4.719 0.00
H -1.163 1.697 4.520 0.00
H -1.197 2.179 1.768 0.01
H 4.672 -1.379 1.978 0.00
H 5.623 0.230 0.009 0.00
H 3.344 1.026 -1.390 0.00
H 3.288 -3.660 1.992 0.00
H 3.720 -4.861 4.438 0.00
H 2.256 -3.361 6.208 0.00
O 2.315 3.206 3.118 0.32
N 2.475 2.829 4.312 0.37
O 3.551 2.428 4.827 0.30
C -4.846 -1.785 1.226 0.00
C -5.271 -0.548 0.547 0.00
O -4.142 0.295 0.408 0.00
C -4.339 1.297 -0.595 0.00
C -3.664 2.547 -0.134 0.00
H -5.636 -2.516 1.173 0.00
H -4.631 -1.707 2.299 0.00
H -3.979 -2.185 0.690 0.00
H -6.017 0.009 1.199 0.00
H -5.733 -0.732 -0.412 0.00
H -5.438 1.447 -0.674 0.00
H -4.043 0.893 -1.568 0.00
H -3.971 2.920 0.882 0.00
H -3.784 3.364 -0.840 0.00
H -2.588 2.454 -0.030 0.00
Cl 0.246 5.902 -1.770 0.00
C 0.617 4.539 -0.531 0.00
C 0.601 3.166 -1.129 -0.01
O 1.466 2.941 -2.021 0.00
O -0.358 2.380 -0.782 0.01
H -0.124 4.739 0.297 0.00
H 1.623 4.860 -0.132 0.00
C 2.111 0.541 -5.339 0.00
C 0.651 0.206 -4.999 0.00
C -0.262 1.190 -5.710 0.00
C 0.314 -1.215 -5.439 0.00
C 0.473 0.274 -3.529 0.00
N 0.419 0.153 -2.394 -0.04
H 2.173 0.707 -6.439 0.00
H 2.714 -0.292 -4.967 0.00
H 2.460 1.420 -4.790 0.00
H 0.015 1.318 -6.782 0.00
H -0.139 2.220 -5.257 0.00
H -1.314 0.867 -5.569 0.00
H 0.449 -1.425 -6.490 0.00
H -0.751 -1.489 -5.162 0.00
H 0.945 -1.957 -4.903 0.00
```

Energy relative to the best compared isomer or geometry (same formula, charge and spin) = 8.7 kcal/mol
Molecular weight = 631.7 g/mol
E_tot = -3568.6512 Ha
HOMO energy (spin up / spin down) = -8.4876 / -8.2388 eV
Spin multiplicity = 6